[1]
{
  "formula": "C21H30BrN3O4S",
  "method": "wB97M-V/def2-TZVPD",
  "species": ["C", "C", "C", "O", "N", "C", "C", "C", "C", "C", "Br", "C", "C", "S", "O", "O", "N", "C", "C", "C", "C", "O", "N", "C", "C", "C", "C", "C", "C", "C", "H", "H", "H", "H", "H", "H", "H", "H", "H", "H", "H", "H", "H", "H", "H", "H", "H", "H", "H", "H", "H", "H", "H", "H", "H", "H", "H", "H", "H", "H"],
  "coordinates": [[-3.721, 0.808, 3.504], [-4.140, 0.586, 2.056], [-3.083, -0.167, 1.286], [-1.997, -0.462, 1.726], [-3.438, -0.519, -0.003], [-4.762, -0.928, -0.459], [-4.500, -2.034, -1.501], [-3.057, -1.816, -1.855], [-2.303, -2.344, -2.873], [-0.988, -1.900, -3.003], [0.087, -2.614, -4.391], [-0.469, -0.915, -2.185], [-1.226, -0.401, -1.140], [-0.673, 1.137, -0.380], [-1.843, 1.872, 0.003], [0.200, 1.729, -1.359], [0.179, 0.728, 0.973], [0.140, 1.646, 2.090], [0.503, 0.899, 3.368], [1.900, 0.282, 3.220], [2.934, 1.421, 3.227], [2.762, 2.408, 3.914], [4.031, 1.227, 2.470], [5.122, 2.191, 2.303], [5.790, 2.445, 3.656], [4.562, 3.497, 1.731], [6.122, 1.574, 1.326], [1.890, -0.628, 1.989], [1.480, 0.154, 0.742], [-2.505, -0.895, -0.952], [-2.783, 1.353, 3.541], [-4.481, 1.376, 4.035], [-3.579, -0.146, 4.007], [-4.262, 1.544, 1.545], [-5.095, 0.059, 2.016], [-5.272, -0.073, -0.918], [-5.364, -1.290, 0.375], [-4.640, -3.030, -1.072], [-5.153, -1.943, -2.367], [-2.712, -3.063, -3.566], [0.505, -0.492, -2.373], [0.840, 2.479, 1.931], [-0.873, 2.042, 2.134], [0.499, 1.596, 4.206], [-0.233, 0.114, 3.534], [2.118, -0.320, 4.110], [4.115, 0.376, 1.942], [5.059, 2.846, 4.353], [6.189, 1.518, 4.062], [6.601, 3.159, 3.546], [3.837, 3.916, 2.423], [4.071, 3.315, 0.777], [5.363, 4.215, 1.582], [6.514, 0.637, 1.718], [5.651, 1.384, 0.363], [6.955, 2.253, 1.170], [2.847, -1.130, 1.830], [1.136, -1.400, 2.156], [2.212, 0.941, 0.506], [1.401, -0.513, -0.118]],
  "e_above_lowest_ev": 0.0000,
  "gap_ev": 8.91,
  "smiles": "CCC(=O)N1CCc2cc(Br)cc(S(=O)(=O)N3CCC(C(=O)NC(C)(C)C)CC3)c21",
  "homo_energy_ev": -8.4
}

[2]
{
  "formula": "C21H30ClN3O3S",
  "method": "wB97M-V/def2-TZVPD",
  "species": ["C", "C", "C", "C", "O", "N", "C", "C", "C", "C", "C", "N", "C", "O", "C", "S", "C", "C", "C", "C", "Cl", "C", "C", "N", "C", "C", "C", "C", "O", "H", "H", "H", "H", "H", "H", "H", "H", "H", "H", "H", "H", "H", "H", "H", "H", "H", "H", "H", "H", "H", "H", "H", "H", "H", "H", "H", "H", "H", "H"],
  "coordinates": [[2.225, 1.303, 1.861], [1.309, 1.934, 0.822], [0.505, 0.892, 0.033], [-0.274, 1.588, -1.086], [0.217, 1.663, -2.203], [-1.457, 2.136, -0.746], [-2.152, 3.015, -1.681], [-3.032, 2.170, -2.602], [-3.723, 2.896, -3.760], [-2.814, 3.821, -4.583], [-2.871, 5.299, -4.197], [-2.429, 5.613, -2.843], [-1.192, 6.064, -2.526], [-0.847, 6.269, -1.373], [-0.221, 6.252, -3.650], [0.982, 5.066, -3.971], [1.660, 5.994, -5.254], [2.843, 5.495, -6.022], [0.988, 7.163, -5.422], [-0.087, 7.298, -4.501], [-1.149, 8.662, -4.491], [-3.321, 5.307, -1.728], [-2.869, 4.102, -0.889], [-0.292, 0.016, 0.892], [0.004, -1.412, 0.951], [-1.123, -1.972, 1.823], [-1.502, -0.788, 2.711], [-1.122, 0.423, 1.883], [-1.493, 1.571, 2.082], [2.806, 2.068, 2.376], [1.654, 0.762, 2.618], [2.927, 0.604, 1.400], [0.620, 2.631, 1.300], [1.892, 2.502, 0.094], [1.203, 0.240, -0.493], [-1.671, 2.185, 0.247], [-1.373, 3.478, -2.289], [-2.383, 1.397, -3.021], [-3.782, 1.656, -1.992], [-4.131, 2.127, -4.419], [-4.591, 3.457, -3.404], [-1.778, 3.470, -4.542], [-3.110, 3.774, -5.634], [-2.273, 5.879, -4.896], [-3.900, 5.656, -4.291], [3.111, 6.215, -6.794], [3.709, 5.354, -5.373], [2.631, 4.541, -6.506], [1.238, 7.907, -6.164], [-3.375, 6.182, -1.079], [-4.310, 5.147, -2.151], [-3.738, 3.684, -0.371], [-2.177, 4.464, -0.128], [0.014, -1.838, -0.052], [0.990, -1.577, 1.400], [-1.969, -2.248, 1.192], [-0.814, -2.854, 2.379], [-2.551, -0.744, 2.994], [-0.907, -0.755, 3.628]],
  "e_above_lowest_ev": 0.0312,
  "gap_ev": 9.38,
  "smiles": "CC[C@H](C(=O)N[C@H]1CCCCN(C(=O)c2sc(C)cc2Cl)CC1)N1CCCC1=O",
  "homo_energy_ev": -8.6
}

[3]
{
  "formula": "C21H30ClN3O3S",
  "method": "wB97M-V/def2-TZVPD",
  "species": ["C", "C", "C", "C", "O", "N", "C", "C", "C", "C", "C", "N", "C", "O", "C", "S", "C", "C", "C", "C", "Cl", "C", "C", "N", "C", "C", "C", "C", "O", "H", "H", "H", "H", "H", "H", "H", "H", "H", "H", "H", "H", "H", "H", "H", "H", "H", "H", "H", "H", "H", "H", "H", "H", "H", "H", "H", "H", "H", "H"],
  "coordinates": [[2.047, 4.757, -1.510], [1.123, 3.631, -1.068], [1.429, 2.320, -1.794], [0.404, 1.242, -1.411], [-0.789, 1.496, -1.422], [0.892, 0.009, -1.151], [0.008, -1.086, -0.756], [-0.687, -1.635, -2.003], [-1.810, -2.663, -1.812], [-2.797, -2.365, -0.674], [-2.488, -3.049, 0.658], [-1.235, -2.663, 1.295], [-1.108, -2.136, 2.555], [-0.063, -2.227, 3.176], [-2.241, -1.354, 3.136], [-3.357, -0.432, 2.197], [-4.127, 0.216, 3.586], [-5.226, 1.220, 3.458], [-3.598, -0.305, 4.722], [-2.525, -1.201, 4.460], [-1.702, -1.992, 5.744], [-0.004, -3.185, 0.706], [0.827, -2.076, 0.062], [2.813, 1.893, -1.681], [3.599, 1.549, -2.857], [4.860, 0.883, -2.282], [4.932, 1.387, -0.839], [3.505, 1.790, -0.506], [3.050, 1.999, 0.600], [1.771, 5.692, -1.022], [3.086, 4.547, -1.251], [1.992, 4.916, -2.590], [1.201, 3.478, 0.007], [0.084, 3.872, -1.288], [1.267, 2.493, -2.865], [1.883, -0.095, -1.021], [-0.751, -0.646, -0.103], [-1.113, -0.765, -2.507], [0.077, -2.045, -2.673], [-2.365, -2.693, -2.752], [-1.407, -3.671, -1.689], [-2.882, -1.285, -0.531], [-3.792, -2.713, -0.963], [-3.299, -2.869, 1.360], [-2.456, -4.133, 0.493], [-5.597, 1.484, 4.447], [-4.876, 2.131, 2.971], [-6.060, 0.828, 2.875], [-3.936, -0.057, 5.717], [0.590, -3.669, 1.481], [-0.286, -3.944, -0.019], [1.606, -2.530, -0.561], [1.326, -1.519, 0.860], [3.030, 0.879, -3.506], [3.838, 2.448, -3.436], [4.751, -0.202, -2.302], [5.744, 1.132, -2.866], [5.277, 0.646, -0.121], [5.566, 2.269, -0.731]],
  "e_above_lowest_ev": 0.3276,
  "gap_ev": 9.33,
  "smiles": "CC[C@H](C(=O)N[C@H]1CCCCN(C(=O)c2sc(C)cc2Cl)CC1)N1CCCC1=O",
  "homo_energy_ev": -8.7
}